#one
{
  "formula": "C6H25NO7",
  "method": "ωB97M-V/def2-TZVPD",
  "species": ["C", "N", "C", "C", "C", "C", "C", "H", "H", "H", "H", "H", "H", "H", "H", "H", "H", "H", "H", "H", "O", "H", "H", "O", "H", "H", "O", "H", "H", "O", "H", "H", "O", "H", "H", "O", "H", "H", "O"],
  "xyz": [[2.2617, -0.3859, -1.7805], [-0.0699, -0.3726, 0.2304], [-0.1925, -0.0623, -1.1461], [0.7812, -0.1337, -2.0868], [0.4463, 0.3203, -3.5062], [-2.7849, 0.0464, -1.0232], [-1.5940, 0.2362, -1.5448], [2.6268, -1.1863, -2.3790], [2.5205, -0.7724, -0.7346], [2.8571, 0.5550, -1.8265], [-0.6821, -1.1018, 0.7579], [0.9247, -0.1341, 0.6657], [0.0767, 1.2571, -3.7853], [1.4931, 0.4299, -4.1241], [-0.2008, -0.4688, -3.9660], [-3.6845, 0.4296, -1.4362], [-3.0020, -0.3800, -0.0242], [-1.5773, 0.8137, -2.5258], [2.0532, 3.3133, 0.6069], [1.3031, 2.9546, 1.9089], [2.2475, 3.1754, 1.6736], [-2.0499, 2.9872, 0.4837], [-1.0280, 1.9059, -0.0840], [-1.3725, 2.8153, -0.0982], [-1.5947, -2.3772, -1.8501], [-2.0577, -3.7894, -1.3562], [-2.2776, -3.0902, -1.8262], [0.5685, -2.0009, 3.5354], [-0.8718, -1.6889, 3.2460], [0.0589, -1.5664, 2.8422], [1.9850, 0.9218, 4.1287], [1.0181, -0.0500, 3.4853], [1.4745, 0.2620, 4.2763], [-2.7121, -2.2499, 0.7387], [-3.6659, -1.3376, 1.4860], [-2.9806, -2.0335, 1.6404], [2.8411, 1.3398, 2.1796], [3.8945, 0.8709, 1.5159], [2.9662, 0.5475, 1.7025]],
  "gap_ha": 0.307,
  "e_lumo_ev": 0.275,
  "smiles": "C=CC(N)=C(C)C.O.O.O.O.O.O.O",
  "spin_multiplicity": 1,
  "total_charge": 0
}

#two
{
  "formula": "C6H25NO7",
  "method": "ωB97M-V/def2-TZVPD",
  "species": ["C", "C", "C", "N", "C", "C", "C", "H", "H", "H", "H", "H", "H", "H", "H", "H", "H", "H", "H", "H", "O", "H", "H", "O", "H", "H", "O", "H", "H", "O", "H", "H", "O", "H", "H", "O", "H", "H", "O"],
  "xyz": [[0.6871, 0.1446, -2.9623], [0.0658, 0.4809, -1.6234], [0.6692, 0.4315, -0.4376], [2.1034, 0.2763, -0.3112], [-1.4081, 0.8739, -1.7007], [-1.8781, 1.9097, -0.7383], [-2.0659, 1.7034, 0.5533], [1.7698, 0.1713, -2.9564], [0.2843, -0.8432, -3.3411], [0.1915, 0.7513, -3.7380], [0.2939, 0.5251, 0.5794], [2.3323, -0.6336, 0.0888], [2.6104, 0.3380, -1.1918], [-2.0026, -0.1053, -1.5420], [-1.7170, 1.0014, -2.7568], [-2.0806, 2.8811, -1.1602], [-2.3412, 2.4537, 1.2748], [-1.8617, 0.7470, 1.0177], [-1.3399, -3.4344, -1.0181], [-0.6443, -2.2821, -0.7832], [-1.0138, -2.7114, -1.5886], [0.0388, 3.9682, -1.2575], [1.0284, 2.8851, -0.7694], [0.3825, 3.5361, -0.4741], [-1.3611, -2.8826, 1.6217], [-0.0265, -3.2601, 1.5412], [-0.8336, -3.4249, 1.0074], [1.6838, -2.0345, -1.8290], [0.7830, -3.0448, -1.2798], [1.6479, -2.6334, -1.0744], [-0.9169, 0.6865, 3.9391], [-0.1095, 1.0720, 2.6877], [-0.7664, 0.4217, 3.0206], [0.1057, -1.2228, 3.0927], [0.8120, -1.4290, 1.8718], [0.5656, -1.9685, 2.6380], [0.5895, 2.8674, 1.7673], [1.9440, 2.1259, 1.6938], [1.1284, 2.1900, 2.2025]],
  "gap_ha": 0.328,
  "e_lumo_ev": 0.344,
  "smiles": "C=CC/C(C)=C/N.O.O.O.O.O.O.O",
  "spin_multiplicity": 1,
  "total_charge": 0
}

Computed energies relative to the best structure, in kcal/mol: #one 55.1; #two 0.0

#one
{
  "formula": "C10H9N",
  "method": "ωB97M-V/def2-TZVPD",
  "species": ["C", "C", "C", "C", "C", "C", "C", "C", "C", "C", "H", "H", "H", "H", "H", "H", "H", "H", "H", "N"],
  "xyz": [[0.1226, -3.1571, 0.6964], [-0.5862, -2.1969, 1.4865], [-0.6123, -0.8599, 1.1346], [0.0307, -0.4540, 0.1122], [0.6762, -1.2856, -0.7915], [0.7260, -2.7074, -0.4641], [0.0576, 0.9912, -0.3231], [0.6537, 1.7114, -1.3350], [0.3142, 3.1060, -1.1520], [-0.5449, 3.1397, -0.0793], [0.3822, -4.2144, 0.9026], [-1.2062, -2.5752, 2.5128], [-1.0142, -0.0167, 1.9013], [1.2120, -0.9883, -1.7818], [1.0845, -3.2739, -1.1126], [1.2117, 1.2070, -2.0593], [0.6550, 3.9076, -1.8908], [-1.0754, 4.2224, 0.4736], [-1.3725, 1.5215, 1.3373], [-0.7147, 1.9225, 0.4322]],
  "gap_ha": 0.312,
  "e_lumo_ev": 0.709,
  "smiles": "c1ccc(-c2ccc[nH]2)cc1",
  "spin_multiplicity": 1,
  "total_charge": 0
}

#two
{
  "formula": "C10H9N",
  "method": "ωB97M-V/def2-TZVPD",
  "species": ["C", "C", "C", "C", "C", "C", "C", "C", "C", "C", "H", "H", "H", "H", "H", "H", "H", "H", "H", "N"],
  "xyz": [[1.9877, -1.4772, -0.0109], [1.3491, -0.1524, 0.0251], [2.0366, 0.9042, 0.3598], [1.2934, 2.1441, 0.6211], [-0.7283, 1.1438, 0.0957], [-2.0659, 1.1253, 0.0197], [-2.7854, 0.0518, -0.4463], [-2.1848, -1.2171, -0.5077], [-0.7861, -1.2199, -0.4492], [-0.0661, -0.0297, -0.1270], [1.5643, -1.8048, -0.9109], [1.5608, -1.9359, 0.9170], [3.1419, -1.3168, -0.1320], [3.0552, 0.6326, 0.4315], [1.8050, 3.0791, 0.8961], [-2.4793, 2.1454, 0.0941], [-3.8182, 0.0675, -0.1280], [-2.6731, -2.1180, -0.8292], [-0.1882, -2.2030, -0.4808], [-0.0188, 2.1810, 0.5618]],
  "gap_ha": 0.336,
  "e_lumo_ev": 0.367,
  "smiles": "Cc1ccnc2ccccc12",
  "spin_multiplicity": 1,
  "total_charge": 0
}

#three
{
  "formula": "C10H9N",
  "method": "ωB97M-V/def2-TZVPD",
  "species": ["C", "C", "C", "C", "C", "C", "C", "C", "C", "C", "H", "H", "H", "H", "H", "H", "H", "H", "H", "N"],
  "xyz": [[-3.1820, 0.0099, 0.0430], [-2.5043, -1.1270, -0.4254], [-1.1729, -1.1489, -0.4269], [-0.4045, 0.0124, -0.0613], [-1.1068, 1.1714, 0.4117], [-2.5625, 1.0894, 0.4508], [1.0402, -0.0005, -0.1196], [1.9561, 0.7171, -0.9566], [3.3320, 0.3506, -0.5461], [3.1890, -0.3943, 0.5766], [-4.3355, -0.0089, -0.1227], [-2.9985, -1.8181, -0.8817], [-0.7340, -2.0127, -0.6267], [-0.5754, 1.8623, 0.6777], [-2.9728, 1.9794, 0.7976], [1.5423, 1.3717, -1.8112], [4.3741, 0.8425, -0.9297], [3.7437, -0.8535, 1.4091], [1.5083, -1.3740, 1.7040], [1.8639, -0.6690, 0.8374]],
  "gap_ha": 0.328,
  "e_lumo_ev": 0.837,
  "smiles": "c1ccc(-c2ccc[nH]2)cc1",
  "spin_multiplicity": 1,
  "total_charge": 0
}

Computed energies relative to the best structure, in kcal/mol: #one 48.6; #two 0.0; #three 38.2

#one
{
  "formula": "ClHNO2S",
  "method": "ωB97M-V/def2-TZVPD",
  "species": ["N", "O", "O", "S", "Cl", "H"],
  "xyz": [[3.2725, -0.0209, -0.5698], [-1.4174, -0.7021, 1.4587], [-1.3994, -0.8916, -0.9515], [-0.9182, -0.1346, 0.2342], [-1.7510, 1.9304, 0.3418], [2.2136, -0.1812, -0.5134]],
  "gap_ha": [0.225, 0.225],
  "e_lumo_ev": [1.621, 1.618],
  "spin_multiplicity": 1,
  "total_charge": -1
}

#two
{
  "formula": "ClHNO2S",
  "method": "ωB97M-V/def2-TZVPD",
  "species": ["N", "O", "O", "S", "Cl", "H"],
  "xyz": [[0.8033, 0.0451, 0.4305], [-1.7782, 0.6067, 0.5468], [-1.0212, -1.5679, -0.3250], [-0.9012, -0.0961, -0.4005], [1.5221, 1.6681, -0.2185], [1.3753, -0.6559, -0.0333]],
  "gap_ha": 0.283,
  "e_lumo_ev": 3.709,
  "spin_multiplicity": 1,
  "total_charge": -1
}

Computed energies relative to the best structure, in kcal/mol: #one 54.6; #two 0.0

#one
{
  "formula": "N2O3S",
  "method": "ωB97M-V/def2-TZVPD",
  "species": ["N", "N", "O", "O", "O", "S"],
  "xyz": [[-0.0375, 0.3556, -1.0944], [-0.5970, -0.2213, 1.2379], [-0.3579, 1.4612, -0.8928], [-0.8085, 0.9353, 1.4107], [0.9279, -2.0555, -0.8878], [0.8730, -0.4752, 0.2264]],
  "gap_ha": 0.270,
  "e_lumo_ev": -2.592,
  "smiles": "O=NS(=O)#[N+][O-]",
  "spin_multiplicity": 1,
  "total_charge": 0
}

#two
{
  "formula": "N2O3S",
  "method": "ωB97M-V/def2-TZVPD",
  "species": ["N", "N", "O", "O", "O", "S"],
  "xyz": [[-1.7019, 0.0050, -0.3281], [-0.0188, -1.1000, 0.0757], [-2.2691, 0.1684, 0.5989], [2.3197, -0.3236, 0.3877], [0.6466, 1.2732, -0.6121], [1.0235, -0.0230, -0.1220]],
  "gap_ha": [0.307, 0.307],
  "e_lumo_ev": [-1.692, -1.691],
  "spin_multiplicity": 1,
  "total_charge": 0
}

#three
{
  "formula": "N2O3S",
  "method": "ωB97M-V/def2-TZVPD",
  "species": ["N", "N", "O", "O", "O", "S"],
  "xyz": [[1.1004, -0.5356, 0.8103], [-0.9351, 0.3481, -0.6537], [-0.9877, 0.9164, 0.3816], [2.1224, -0.9840, 1.1323], [-1.7280, 0.2433, -1.5291], [0.6565, -0.4970, -1.0291]],
  "gap_ha": 0.332,
  "e_lumo_ev": -1.096,
  "smiles": "O=NS[N+](=O)[O-]",
  "spin_multiplicity": 1,
  "total_charge": 0
}

Computed energies relative to the best structure, in kcal/mol: #one 84.3; #two 0.0; #three 11.7